67
Properties=species:S:1:pos:R:3:forces:R:3 method="wB97M-V/def2-TZVPD" energy_ev=-79510.350 homo_lumo_gap_ha=0.102 max_force_ev_per_a=4.7 homo_ev=-6.88 relative_energy_kj_mol=1227.2
C 5.546462 -4.036908 1.489644 0.015 0.205 -0.548
C 6.630299 -3.132648 0.608138 0.073 -0.552 0.995
C 6.456504 -1.548926 0.996422 0.238 -0.028 0.086
C 5.190732 -0.800352 0.225164 -0.286 -1.368 -0.170
C 5.512915 -0.417957 -1.341905 1.233 0.621 0.280
C 4.514365 0.704488 -1.997184 0.274 -0.671 -0.828
C 2.917255 0.467740 -1.716708 -0.726 1.442 -0.523
C 2.159608 1.945892 -1.549053 0.172 0.359 0.019
C 1.795901 2.289651 0.038956 1.535 0.503 -0.763
In -0.435471 2.386603 0.440664 0.337 0.776 -0.106
F -1.463375 1.347689 -1.117773 0.448 0.340 0.947
C -1.078602 4.600732 0.578524 -1.061 0.531 0.630
C -2.340364 4.940190 -0.416589 0.926 1.405 -0.189
C -1.674582 5.655581 -1.768402 -0.146 -0.601 0.142
C -1.053651 1.472812 2.451226 -1.034 -0.881 1.143
C -1.512289 -0.094507 2.303353 0.856 0.135 0.976
C -3.077588 -0.384433 2.761931 0.201 1.098 -0.571
N -4.041219 -0.430012 1.561582 0.858 -1.367 2.347
C -3.893216 -1.835747 1.022674 -0.595 -0.710 -1.966
C -4.749754 -2.148492 -0.341711 -2.011 -0.687 -3.094
C -4.193585 -1.628393 -1.802550 -2.890 -1.990 -0.456
C -4.992970 -1.955975 -3.232154 -1.889 -1.753 3.978
C -6.409433 -2.835786 -3.193448 2.554 1.160 3.724
C -6.978558 -3.352619 -1.732640 3.193 1.879 -0.298
C -6.169066 -3.021635 -0.310584 1.355 0.878 -3.440
O -6.771299 -3.574169 0.922004 2.745 0.677 -1.153
H 5.873477 -5.182657 1.543398 -0.749 2.581 -0.089
H 4.505382 -3.964242 0.956717 1.865 -0.262 1.172
H 5.440078 -3.579442 2.583484 0.317 -1.107 -2.376
H 6.533513 -3.350326 -0.561353 0.143 0.565 2.629
H 7.702114 -3.505005 0.971257 -2.176 0.962 -0.957
H 6.286308 -1.487925 2.176432 0.338 -0.131 -2.563
H 7.497606 -1.031593 0.784130 -2.233 -0.741 0.289
H 4.322255 -1.618693 0.194868 1.685 1.848 0.236
H 4.790831 0.105690 0.866903 0.947 -1.678 -1.512
H 5.621866 -1.381557 -2.036031 -0.529 1.973 1.678
H 6.603342 0.068360 -1.338417 -2.228 -1.021 -0.084
H 4.661846 0.629673 -3.179514 -0.256 0.270 2.519
H 4.894787 1.786045 -1.709494 -1.027 -2.249 -0.258
H 2.424608 -0.024489 -2.668626 1.117 0.616 2.060
H 2.662619 -0.138983 -0.749255 0.702 0.969 -1.937
H 1.194550 2.020714 -2.242783 2.013 -0.369 1.583
H 2.889685 2.795406 -1.934746 -1.390 -1.811 0.633
H 2.401835 1.577404 0.742736 -1.043 1.207 -1.276
H 2.216191 3.386873 0.248168 -0.943 -2.272 -0.277
H -0.147146 5.277548 0.368673 -1.854 -1.120 0.255
H -1.431900 4.849100 1.685271 0.850 -0.635 -2.103
H -3.046385 5.741267 0.077914 1.302 -1.489 -0.874
H -3.012682 4.010997 -0.672743 1.525 1.767 0.304
H -1.261837 4.788612 -2.465697 -1.009 1.974 1.214
H -0.749026 6.341829 -1.503912 -1.992 -1.440 -0.271
H -2.467536 6.339661 -2.290572 1.505 -1.504 0.642
H -1.968147 2.094219 2.853141 1.831 -1.008 -0.657
H -0.154421 1.541184 3.198284 -1.830 -0.059 -1.231
H -1.291837 -0.421499 1.200954 -0.955 0.158 2.086
H -0.836347 -0.715929 3.050507 -1.287 1.004 -1.712
H -3.057773 -1.454827 3.289640 -0.142 0.565 -0.181
H -3.399622 0.390002 3.579900 0.577 -1.191 -1.762
H -4.996872 -0.269500 1.986667 1.094 -0.330 -1.293
H -2.760356 -2.116514 0.774721 -2.496 0.965 0.789
H -4.256168 -2.586516 1.845193 0.483 0.582 -0.937
H -3.165082 -1.027463 -1.868064 -2.522 -1.327 0.338
H -4.580741 -1.616249 -4.273235 -0.761 -0.629 2.415
H -6.954558 -3.081893 -4.224644 1.213 0.536 2.722
H -7.966532 -3.979667 -1.690322 2.193 1.379 0.039
H -6.040408 -3.911134 1.551725 -1.457 0.789 -1.895
Cu -4.866532 -1.911308 3.999140 0.803 0.256 -0.523

***

87
Properties=species:S:1:pos:R:3:forces:R:3 method="wB97M-V/def2-TZVPD" energy_ev=-88330.013 homo_lumo_gap_ha=0.250 max_force_ev_per_a=11.7 homo_ev=-12.36 total_charge=+1
C 2.837574 1.634654 1.064073 0.052 -0.249 -0.861
N 1.428561 1.926483 0.567265 -0.634 -0.613 -0.689
C 0.483738 0.767047 0.791570 1.846 1.024 3.080
N -0.499905 0.542654 -0.376209 1.799 2.626 0.762
O 0.270473 0.173905 -1.439592 0.808 -0.510 -1.997
C -1.330543 1.766901 -0.691963 -3.119 2.812 -0.604
C -2.154480 1.689162 -2.118161 -0.649 1.473 -0.172
C -1.330443 2.413222 -3.380174 -0.466 -1.373 -0.140
C -0.876998 1.213295 -4.400712 0.111 -0.105 -0.115
C 0.673104 1.294170 -4.927688 0.227 -1.339 -1.053
C 1.505008 -0.119918 -4.609371 0.480 0.081 -0.023
O 1.609034 -0.982318 -5.826745 0.702 -0.285 2.541
C 2.192515 -2.283992 -5.419669 0.874 -1.234 0.210
S -1.488975 -0.843126 0.135182 -7.241 -3.658 8.364
O -1.071068 -1.391847 1.541001 0.021 2.251 -6.159
O -3.004975 -0.488842 0.254233 6.031 -0.520 -2.111
C -1.383184 -2.304165 -1.052862 2.072 -0.668 -5.171
F 0.030738 -2.798523 -1.250387 -4.748 1.655 1.093
F -1.800183 -1.817056 -2.421180 1.442 -1.323 4.517
C -2.395905 -3.543536 -0.690419 -3.886 -0.836 0.177
F -3.528924 -3.497212 -1.688383 3.953 -0.016 3.400
F -3.034524 -3.461118 0.644773 2.438 -0.029 -4.337
C -1.737563 -5.039422 -0.820830 -1.800 -2.623 -2.172
F -1.207380 -5.282182 -2.214440 -1.548 1.209 5.004
F -2.887389 -6.010392 -0.685441 3.850 3.527 -0.459
C -0.672858 -5.437714 0.360310 1.761 -2.949 2.745
F -0.269242 -4.319096 1.246115 -1.305 -3.709 -3.531
F -1.320787 -6.459314 1.265403 2.355 3.890 -3.224
F 0.530194 -6.152822 -0.209323 -4.371 3.103 1.999
H 2.788012 1.484776 2.227610 0.333 0.331 -2.407
H 3.511154 2.564998 0.745973 -1.484 -2.190 0.959
H 3.193742 0.657161 0.490447 -0.219 1.915 1.522
H 1.423011 2.278123 -0.414963 0.241 -0.471 1.226
H -0.151806 1.042549 1.763238 1.132 -1.001 -2.222
H 1.174113 -0.188757 0.976033 -2.097 1.615 -0.612
H 0.586445 0.976030 -1.950110 -0.754 -0.801 0.693
H -2.155932 1.976548 0.144696 2.168 -0.980 -1.478
H -0.699060 2.777523 -0.742303 -0.718 -2.620 0.425
H -3.119235 2.376129 -1.966732 2.117 -1.650 0.068
H -2.562654 0.625977 -2.388086 0.997 1.987 0.576
H -0.362141 2.956286 -2.998580 -1.990 -0.686 -0.640
H -2.085381 3.153279 -3.932650 1.990 -1.482 1.381
H -1.610813 1.212885 -5.316204 1.491 -0.127 1.821
H -0.994532 0.184807 -3.836228 0.137 2.025 -1.244
H 0.643612 1.365159 -6.117324 0.308 0.022 2.663
H 1.297702 2.188645 -4.504586 -1.344 -1.562 -0.737
H 0.997092 -0.770885 -3.780150 0.618 1.281 -1.322
H 2.608394 0.109854 -4.220690 -2.210 -0.342 -0.896
H 1.372224 -3.110371 -5.268128 1.328 1.757 -0.287
H 2.961640 -2.717465 -6.220775 -1.854 1.347 1.481
H 2.812385 -2.217941 -4.409801 -1.316 0.105 -2.029
C 7.594449 -6.215548 0.486042 0.457 0.092 -0.324
O 6.532407 -6.528348 1.385236 -1.138 -0.101 -0.298
C 5.312703 -6.621245 0.797968 0.039 0.015 -0.365
O 5.074401 -6.463152 -0.389084 0.285 -0.168 1.660
O 4.403988 -6.920450 1.760239 0.805 0.247 -0.607
C 3.065830 -7.050005 1.283909 -0.420 -0.046 -0.125
H 8.522089 -6.166272 1.062781 -0.367 -0.081 0.125
H 7.701501 -6.998218 -0.271962 -0.130 0.237 0.051
H 7.428450 -5.240400 0.016893 -0.055 -0.257 -0.039
H 2.991938 -7.866020 0.557792 0.034 0.268 0.005
H 2.718886 -6.108202 0.846648 0.186 -0.246 -0.050
H 2.425187 -7.289660 2.136942 0.373 0.048 0.007
C -0.556601 5.207687 3.183514 -0.002 -0.078 0.594
O -0.542842 5.463267 1.780369 0.281 0.668 -0.545
C -0.055943 6.683152 1.439783 0.296 0.749 0.447
O 0.351077 7.534670 2.214460 -0.672 -1.469 -1.266
O -0.100398 6.791580 0.087925 -0.081 -0.468 1.007
C 0.384956 8.033877 -0.417516 0.218 0.603 -0.261
H -0.964755 4.205518 3.340487 0.025 0.158 -0.299
H 0.459450 5.233235 3.590441 -0.215 0.170 -0.045
H -1.200397 5.926567 3.700535 0.264 -0.053 -0.082
H 1.438629 8.172342 -0.154479 -0.259 0.049 0.102
H -0.221218 8.865674 -0.044384 0.228 -0.165 0.058
H 0.302834 8.010454 -1.507577 -0.104 -0.265 0.252
C -4.600602 3.230779 7.296122 -0.289 0.363 0.493
O -3.950039 2.414793 6.323877 -0.267 -0.183 -1.264
C -4.528454 2.439877 5.096685 -0.607 0.481 0.270
O -5.518865 3.081737 4.783679 1.565 -1.017 0.356
O -3.814075 1.627031 4.278032 -0.243 0.463 0.506
C -4.311205 1.554791 2.943123 -0.162 -0.031 -0.330
H -4.054245 3.134421 8.238345 0.071 -0.176 -0.352
H -4.580924 4.282532 6.992758 -0.151 -0.229 -0.028
H -5.629067 2.892350 7.458277 0.159 0.167 -0.161
H -4.279956 2.539576 2.465829 -0.213 -0.078 0.143
H -5.328101 1.149394 2.931349 0.144 0.240 -0.026
H -3.664670 0.878010 2.377895 0.016 0.010 0.372

***

94
Properties=species:S:1:pos:R:3:forces:R:3 method="wB97M-V/def2-TZVPD" energy_ev=-286129.114 homo_lumo_gap_ha=0.343 smiles="C[C@H](O)CO[C@@]1([C@@H](Br)[C@H](C)Br)OS(=O)(=O)O[C@@]1(CCCS)CCCCl.O=S1(=O)OCCO1.O=S1(=O)OCCO1.O=S1(=O)OCCO1.O=S1(=O)OCCO1" max_force_ev_per_a=8.2 homo_ev=-9.46
C -2.329124 -0.659859 -0.624953 0.504 -0.280 -0.251
C -1.297074 0.385682 0.174699 -1.072 -0.556 0.108
O -0.841496 1.484741 -0.705423 -0.038 -0.523 1.919
C -0.031867 -0.533231 0.769912 -2.506 0.698 0.773
O 1.196915 0.028841 0.211753 0.755 -3.544 1.086
C 2.304416 -0.936524 0.137664 0.912 -0.365 -1.662
C 2.111080 -2.307353 -0.794747 0.247 1.437 -1.226
Br 1.536346 -3.918028 0.262229 0.842 1.098 -0.350
C 1.050464 -2.091447 -2.045279 -1.277 -0.468 0.441
C -0.146299 -3.209222 -2.118763 -0.789 0.096 -1.563
Br 2.074494 -2.237329 -3.804177 -0.612 0.160 1.340
O 3.248683 -0.177754 -0.753317 -1.369 1.471 3.222
S 3.623913 1.163473 0.227558 5.387 5.118 -3.549
O 5.092193 1.493810 -0.248082 -4.672 -2.382 2.399
O 2.919977 2.521646 0.013370 0.473 -5.583 1.771
O 3.560551 0.376888 1.738088 -0.599 1.133 -3.089
C 3.271110 -1.079481 1.498693 -0.395 0.794 1.328
C 4.792271 -1.655184 1.327782 0.859 -1.053 -0.419
C 4.940891 -3.250742 1.026528 1.146 -0.525 -0.121
C 4.495622 -4.261214 2.230853 -1.009 -1.717 -1.109
S 5.904869 -4.684926 3.440865 -0.685 -0.860 -0.380
C 2.440554 -1.408331 2.914195 0.443 0.473 -0.058
C 3.409727 -1.499623 4.232437 -0.668 -0.551 0.743
C 2.521313 -2.304434 5.398972 1.352 -0.382 -0.433
Cl 0.980835 -1.339459 5.775304 1.212 -0.804 -0.178
H -3.433494 -0.258096 -0.672690 2.340 -0.585 -0.108
H -2.396747 -1.713123 -0.066824 0.250 2.421 -0.886
H -1.911585 -0.930556 -1.710332 -1.061 0.899 2.381
H -1.947891 0.863658 1.037274 1.607 -1.102 -1.412
H -0.405815 2.196299 -0.134900 -0.795 -1.661 -1.052
H -0.125357 -0.437983 1.952741 0.670 -0.288 -2.486
H -0.282991 -1.631459 0.461029 1.081 1.978 0.461
H 3.173205 -2.454170 -1.320541 -2.352 -0.046 1.627
H 0.550267 -1.035011 -2.078197 1.280 -1.909 0.300
H -0.897998 -3.178456 -1.207090 1.878 -0.104 -1.755
H 0.243931 -4.310697 -2.353697 -0.704 2.549 0.850
H -0.807454 -2.920353 -3.070493 1.466 -0.503 2.087
H 5.429237 -1.436850 2.313757 -1.791 -0.291 -2.035
H 5.399156 -1.096498 0.463639 -1.777 -0.993 1.835
H 4.440147 -3.616641 0.012396 0.867 1.002 2.321
H 6.108561 -3.443665 0.857404 -2.535 0.454 0.396
H 3.541320 -3.955888 2.829901 1.902 -0.327 -1.207
H 4.232597 -5.304848 1.713209 0.492 2.365 1.134
H 5.820174 -6.105971 3.598426 -0.276 1.948 -0.518
H 1.744050 -0.455111 3.080761 1.378 -2.353 -0.481
H 1.809514 -2.396954 2.849194 1.210 2.037 -0.117
H 4.380151 -2.142562 4.089749 -1.923 1.208 0.112
H 3.725759 -0.422778 4.614005 -0.769 -2.330 -0.790
H 2.183392 -3.373494 5.006495 0.708 2.402 0.786
H 3.156637 -2.455665 6.389624 -1.541 0.499 -2.128
O 8.776529 1.087442 -4.818309 0.659 1.515 0.924
S 9.027396 2.267830 -4.021516 0.014 -0.110 -0.232
O 10.127397 3.169150 -4.274544 -1.357 -1.226 0.031
O 9.070681 1.823170 -2.453618 -0.157 0.006 -1.173
C 8.073539 2.540497 -1.728125 -0.397 0.581 0.393
C 6.970245 2.840561 -2.739274 -0.434 -0.597 0.536
O 7.650487 3.139760 -3.956045 1.269 -0.180 -0.034
H 8.524751 3.464107 -1.351428 -0.077 -0.048 -0.023
H 7.711175 1.943997 -0.886606 0.120 -0.050 -0.287
H 6.341278 3.679721 -2.432709 0.226 -0.059 -0.224
H 6.342840 1.959537 -2.911002 0.018 0.115 0.164
O -1.533727 1.066950 4.003551 -0.912 1.210 0.946
S -2.103111 2.187537 4.718544 -0.012 -0.342 0.318
O -2.867874 2.038653 5.934839 1.161 -0.061 -1.618
O -2.973423 3.074721 3.663386 0.758 -0.675 0.363
C -2.462397 4.406144 3.626514 0.121 0.675 0.273
C -0.981919 4.284604 3.977415 0.039 0.150 -0.720
O -0.918481 3.276855 4.983992 -1.019 -0.517 0.126
H -2.997912 4.997395 4.376310 0.081 -0.007 -0.078
H -2.617546 4.846876 2.638102 -0.038 -0.306 0.116
H -0.562572 5.224051 4.345325 -0.071 -0.290 0.166
H -0.399948 3.939033 3.116472 -0.049 0.116 0.025
O -4.232149 -1.766546 -5.841151 0.340 0.167 1.908
S -4.167438 -1.404253 -4.442692 -0.205 0.071 -0.381
O -3.111440 -1.847936 -3.562681 -1.011 0.398 -1.302
O -5.601376 -1.766440 -3.756733 1.047 0.159 -0.848
C -6.172372 -0.585283 -3.196353 -0.073 0.596 0.309
C -5.635409 0.567396 -4.040582 -0.605 0.086 -0.096
O -4.283872 0.218865 -4.331532 0.454 -1.247 0.270
H -5.835343 -0.503638 -2.157943 -0.045 0.070 -0.063
H -7.263970 -0.641036 -3.220417 0.795 -0.435 -0.249
H -5.682434 1.524835 -3.516300 0.354 -0.349 -0.174
H -6.175799 0.645673 -4.989888 -0.048 0.000 0.091
O -9.009204 -0.357838 -2.442236 0.229 1.810 0.535
S -8.810547 1.048084 -2.168288 -0.646 0.214 0.245
O -7.518417 1.689469 -2.241952 -1.642 -0.963 0.007
O -9.473909 1.382008 -0.716963 0.373 -0.580 -1.111
C -10.472954 2.388678 -0.870967 -0.288 0.749 -0.141
C -11.003502 2.222631 -2.292469 -0.666 -0.250 0.454
O -9.861268 1.897980 -3.081571 1.140 -0.274 0.643
H -9.995575 3.365155 -0.740006 -0.093 -0.069 -0.016
H -11.258010 2.264776 -0.120226 0.271 -0.198 -0.094
H -11.485067 3.129500 -2.665907 0.316 -0.140 -0.089
H -11.706480 1.385260 -2.355419 0.012 0.125 0.049